ORCA calculation (ωB97M-V with the def2-TZVPD basis set) on a 6-piece molecular cluster, C57H64N2O14 overall at a distorted geometry.

## Properties
- 2S+1 = 1
- LUMO energy (Ha) = -0.066
- SMILES = CCCCCCCCCCCCCCC1=CC(=O)C(CC(=O)N(C)C)=C(N(C)C(C)=O)C1=O.O=C1C=CC(=O)C=C1.O=C1C=CC(=O)C=C1.O=C1C=CC(=O)C=C1.O=C1C=CC(=O)C=C1.O=C1C=CC(=O)C=C1
- molar mass (u) = 1001.14
- net charge = 0
- Kohn-Sham gap (eV) = 7.49

Each line ends with the Mulliken charge.
Element x y z (Å)
C -2.784 0.635 3.870  -1.07
C -1.399 0.651 4.538  -0.37
C -0.510 -0.573 4.220  -0.87
C 0.929 -0.158 3.876  -1.54
C 1.166 0.038 2.349  0.46
C 1.053 1.494 1.847  -0.74
C -0.038 1.632 0.784  0.85
C -0.071 3.037 0.163  -0.40
C -0.476 3.073 -1.328  -0.44
C -1.616 2.137 -1.749  -0.20
C -1.185 0.872 -2.491  -0.62
C -0.277 1.081 -3.713  -1.13
C 0.784 -0.016 -3.776  -0.93
C 1.867 0.230 -2.734  0.84
C 2.821 -0.901 -2.505  0.79
C 2.588 -2.190 -2.786  -0.92
C 3.659 -3.160 -2.416  -0.25
O 3.963 -4.110 -3.109  -0.59
C 4.359 -2.839 -1.121  0.58
C 4.679 -3.992 -0.205  -0.58
C 3.441 -4.875 0.006  0.29
O 3.324 -5.905 -0.646  -0.58
N 2.495 -4.470 0.968  0.06
C 1.486 -5.535 1.152  -0.90
C 1.780 -3.247 0.581  -0.60
C 4.628 -1.545 -0.862  0.10
N 5.276 -1.101 0.318  0.41
C 6.699 -1.490 0.398  -1.16
C 5.110 0.315 0.554  0.33
C 6.191 1.292 0.127  -1.35
O 4.096 0.722 1.089  -0.50
C 4.152 -0.571 -1.908  -0.12
O 4.810 0.383 -2.279  -0.63
H -3.590 0.436 4.570  0.43
H -2.815 -0.167 3.138  0.29
H -2.951 1.567 3.346  0.06
H -1.511 0.701 5.619  0.51
H -0.862 1.542 4.233  0.23
H -0.475 -1.252 5.070  0.39
H -0.949 -1.134 3.400  0.42
H 1.649 -0.887 4.239  0.50
H 1.168 0.798 4.334  0.50
H 0.483 -0.583 1.772  0.17
H 2.168 -0.341 2.155  -0.04
H 2.001 1.781 1.397  0.33
H 0.873 2.164 2.685  0.34
H -1.016 1.418 1.211  0.01
H 0.215 0.914 0.007  -0.43
H 0.940 3.422 0.210  -0.08
H -0.667 3.729 0.750  0.22
H -0.822 4.087 -1.527  -0.14
H 0.429 2.932 -1.916  0.65
H -2.221 1.861 -0.895  -0.79
H -2.287 2.693 -2.405  0.95
H -0.765 0.145 -1.798  0.29
H -2.095 0.402 -2.869  0.46
H 0.169 2.069 -3.771  0.49
H -0.889 0.965 -4.606  0.50
H 0.258 -0.950 -3.600  0.31
H 1.271 -0.054 -4.749  0.42
H 1.360 0.365 -1.772  -0.70
H 2.390 1.164 -2.919  0.64
H 1.675 -2.555 -3.226  0.48
H 5.427 -4.627 -0.663  0.33
H 5.000 -3.640 0.768  0.36
H 1.941 -6.444 1.517  0.20
H 0.754 -5.142 1.850  0.37
H 0.949 -5.709 0.219  0.36
H 1.208 -3.369 -0.345  0.31
H 2.453 -2.406 0.467  -0.18
H 1.091 -2.984 1.376  0.50
H 6.788 -2.527 0.697  0.33
H 7.223 -1.345 -0.545  0.38
H 7.187 -0.918 1.178  0.41
H 6.772 0.903 -0.699  0.36
H 6.808 1.519 0.992  0.40
H 5.693 2.193 -0.203  0.37
O 1.303 5.431 1.324  -0.47
C 2.141 6.216 0.934  0.49
C 2.339 6.465 -0.516  -0.20
C 3.258 7.323 -0.949  -0.49
C 4.124 8.069 0.000  0.29
O 4.960 8.851 -0.395  -0.55
C 3.926 7.818 1.450  -0.37
C 3.006 6.960 1.883  -0.47
H 1.697 5.910 -1.190  0.45
H 3.420 7.519 -2.001  0.44
H 4.567 8.371 2.124  0.41
H 2.844 6.762 2.935  0.45
O -3.732 1.389 0.399  -0.57
C -4.833 1.846 0.169  0.39
C -5.330 3.039 0.892  -0.23
C -6.537 3.538 0.645  -0.65
C -7.435 2.926 -0.367  0.23
O -8.532 3.388 -0.592  -0.58
C -6.934 1.729 -1.091  -0.50
C -5.726 1.234 -0.839  -0.08
H -4.659 3.472 1.625  0.54
H -6.918 4.409 1.164  0.49
H -7.597 1.293 -1.825  0.56
H -5.342 0.368 -1.357  0.24
O -3.338 9.100 2.134  -0.55
C -3.356 8.176 1.351  0.21
C -2.103 7.508 0.917  -0.41
C -2.122 6.495 0.055  0.12
C -3.400 5.987 -0.506  0.34
O -3.421 5.062 -1.289  -0.50
C -4.653 6.653 -0.070  -0.37
C -4.635 7.667 0.790  -0.53
H -1.184 7.892 1.340  0.49
H -1.220 5.993 -0.272  0.17
H -5.571 6.265 -0.493  0.59
H -5.537 8.166 1.121  0.44
O -7.289 -0.797 -2.838  -0.53
C -6.991 -1.945 -2.576  0.38
C -5.589 -2.342 -2.288  -0.07
C -5.273 -3.602 -2.004  -0.55
C -6.308 -4.666 -1.962  0.35
O -6.020 -5.813 -1.702  -0.54
C -7.709 -4.269 -2.253  -0.44
C -8.024 -3.009 -2.537  -0.33
H -4.845 -1.557 -2.326  0.45
H -4.258 -3.912 -1.792  0.45
H -8.448 -5.059 -2.219  0.40
H -9.039 -2.698 -2.751  0.43
O 2.049 -8.547 2.426  -0.58
C 2.293 -9.338 1.537  0.51
C 3.250 -9.009 0.452  -0.08
C 3.511 -9.877 -0.522  -0.36
C 2.859 -11.209 -0.563  0.36
O 3.098 -12.001 -1.448  -0.55
C 1.901 -11.536 0.523  -0.39
C 1.639 -10.669 1.497  -0.43
H 3.712 -8.032 0.494  0.28
H 4.203 -9.656 -1.325  0.43
H 1.435 -12.512 0.474  0.40
H 0.945 -10.887 2.298  0.41